Entry 1:
18
Properties=species:S:1:pos:R:3:mulliken_charge:R:1 method="wB97M-V/def2-TZVPD" relative_energy_kcal_mol=43.89 orbital_gap_ev=8.7997 e_lumo_ev=1.0
C 0.3816 0.1403 -2.1828 -1.11
C -0.6440 -0.4740 -1.1714 -0.58
N 0.2771 -1.4295 2.3677 -0.54
C 0.1460 -1.3963 0.9723 -0.29
C -0.2104 -0.3040 0.2722 0.34
C -0.5314 0.9523 0.9926 -0.51
C -0.1786 2.1271 0.4566 -0.71
H 1.2879 0.3397 -1.6005 0.33
H 0.8206 -0.5103 -2.9452 0.34
H -0.0271 1.0412 -2.6296 0.26
H -1.6178 -0.0108 -1.2950 0.37
H -0.7600 -1.5369 -1.4084 0.37
H 0.7920 -2.2551 2.6462 0.26
H 0.6442 -0.6081 2.8160 0.22
H 0.5941 -2.2033 0.4046 0.30
H -1.0086 0.7936 1.9539 0.45
H -0.5652 3.1227 0.6488 0.26
H 0.5996 2.2114 -0.2981 0.24

=====

Entry 2:
15
Properties=species:S:1:pos:R:3:mulliken_charge:R:1 method="wB97M-V/def2-TZVPD" relative_energy_kcal_mol=94.02 orbital_gap_ev=8.8046 e_lumo_ev=0.8
C -0.2651 0.7703 1.2555 -0.81
C -1.1222 1.0406 -0.0328 -0.77
C 0.1562 0.2202 -0.0868 0.67
C -0.2890 -1.7730 -0.1358 -0.99
N 1.2620 0.4824 -0.8042 -0.42
S 2.8487 0.1935 -0.0745 -0.12
H 0.3015 1.6256 1.5811 0.32
H -0.5271 0.1221 2.0470 0.26
H -2.0400 0.6282 -0.2245 0.25
H -1.2897 2.0846 -0.4298 0.25
H 0.4505 -2.1548 -0.8054 0.32
H -1.2742 -2.0187 -0.4966 0.32
H -0.1939 -2.0435 0.9491 0.25
H 1.2949 0.0418 -1.7064 0.37
H 2.6735 0.9361 0.9221 0.10

=====

Entry 3:
82
Properties=species:S:1:pos:R:3:mulliken_charge:R:1 method="wB97M-V/def2-TZVPD" spin_multiplicity=2 s2=0.756 total_charge=-2 relative_energy_kcal_mol=50.68 orbital_gap_ev="6.2721 / 5.9429" e_lumo_ev="3.9 / 3.5"
Ba -1.4394 -0.6227 -0.5792 2.38
C 1.4790 2.3001 -0.4505 -0.95
C 1.7686 1.1157 0.4107 0.78
C 3.0109 0.6303 0.8606 -1.57
C 2.7122 -0.5221 1.5555 -0.21
N 1.3721 -0.6786 1.5325 1.57
N 0.7936 0.3236 0.8318 -0.90
B 0.4583 -1.7318 2.1923 -0.52
N -0.7744 -0.9600 2.7004 1.17
C -0.8199 -0.3237 3.8911 -0.41
C -1.9430 0.4702 3.9055 -1.41
C -2.5337 0.2814 2.6424 0.60
C -3.7690 0.9291 2.1081 -1.04
N -1.8089 -0.5718 1.9320 -0.88
N 0.1374 -2.9057 1.2246 2.12
C 0.8710 -4.0328 1.1140 -0.38
C 0.2176 -4.8791 0.2453 -1.38
C -0.9302 -4.1716 -0.1541 0.43
C -2.0041 -4.5954 -1.1037 -1.05
N -0.9541 -2.9875 0.4407 -1.30
N 1.1039 -2.4094 3.4368 0.93
C 0.3935 -3.0981 4.3574 -0.40
C 1.2772 -3.8149 5.1303 -1.34
C 2.5416 -3.5087 4.5914 0.78
C 3.8771 -4.0521 4.9902 -1.32
N 2.4191 -2.6784 3.5673 -1.13
H 2.3848 2.8763 -0.6370 0.32
H 0.7332 2.9463 0.0117 0.18
H 1.0765 1.9636 -1.4110 0.02
H 3.9878 1.0451 0.6719 0.34
H 3.3396 -1.2337 2.0585 0.51
H -0.0578 -0.4585 4.6390 0.55
H -2.2919 1.1015 4.7058 0.37
H -4.2250 1.5483 2.8792 0.31
H -4.4959 0.1862 1.7781 0.17
H -3.5383 1.5682 1.2525 0.09
H 1.8056 -4.1587 1.6342 0.51
H 0.5159 -5.8697 -0.0557 0.38
H -1.9275 -5.6605 -1.3173 0.36
H -1.9165 -4.0464 -2.0448 0.14
H -2.9886 -4.3807 -0.6855 0.19
H -0.6821 -3.0432 4.3846 0.53
H 1.0521 -4.4490 5.9722 0.38
H 3.9009 -4.2714 6.0578 0.35
H 4.6620 -3.3356 4.7510 0.34
H 4.0836 -4.9774 4.4477 0.22
N -0.6966 3.0515 -3.9490 -0.41
C -1.2577 1.7905 -3.7776 0.62
S -2.5946 1.7148 -2.6474 -0.39
N -0.7525 0.8399 -4.4633 -0.45
N -1.3534 -0.3600 -4.6304 -0.44
C -0.6217 -1.4012 -4.5552 -1.05
C 0.8008 -1.4147 -4.1328 0.62
C 1.8161 -1.6530 -5.0469 -0.38
C 3.1526 -1.5338 -4.6858 -0.57
C 3.4597 -1.1653 -3.3808 -0.77
C 2.4614 -0.9511 -2.4482 0.11
C 1.0993 -1.0885 -2.7844 0.12
O 0.1414 -0.9421 -1.9106 -0.31
H -0.8181 3.6475 -3.1482 -0.21
H 0.2367 3.0281 -4.3338 0.28
H -1.1110 -2.3283 -4.8471 0.36
H 1.5495 -1.9080 -6.0679 0.39
H 3.9392 -1.7094 -5.4109 0.34
H 4.4958 -1.0367 -3.0833 0.41
H 2.7096 -0.6736 -1.4311 0.22
Te -2.2848 3.9699 -0.6628 0.17
C -1.3496 5.8846 -0.7281 0.05
C -1.7411 6.8892 0.1607 -0.45
C -1.1479 8.1419 0.1451 -0.51
C -0.1459 8.4332 -0.7718 -0.37
C 0.2558 7.4485 -1.6640 -0.71
C -0.3351 6.1945 -1.6367 0.04
H -2.5287 6.6816 0.8768 0.30
H -1.4703 8.8998 0.8504 0.33
H 0.3157 9.4133 -0.7881 0.34
H 1.0394 7.6580 -2.3833 0.34
H 0.0046 5.4429 -2.3387 0.17
Cl -4.9144 -2.2082 -2.9237 -0.41
Si -4.2713 -1.3114 -1.1142 0.17
Cl -5.3304 -2.6238 0.2635 -0.43
Cl -5.6274 0.3226 -1.0169 -0.36

=====

Entry 4:
25
Properties=species:S:1:pos:R:3:mulliken_charge:R:1 method="wB97M-V/def2-TZVPD" relative_energy_kcal_mol=16.76 orbital_gap_ev=9.2123 e_lumo_ev=0.5 smiles="Cc1ccc(O)cc1.CC(N)=O"
C -3.7541 0.7742 -1.8762 -0.87
C -2.6408 -0.0033 -2.5444 0.61
O -2.1045 0.3058 -3.5834 -0.61
N -2.1641 -1.0793 -1.8212 -0.45
H -1.2053 -1.3704 -1.9374 0.25
H -2.4629 -1.1566 -0.8664 0.27
H -4.1754 0.3206 -0.9660 0.29
H -4.5961 0.8989 -2.5452 0.31
H -3.2301 1.6944 -1.5798 0.21
C 4.2830 0.2821 1.7604 -1.43
C 0.0648 -0.1822 1.1019 0.71
C 0.6722 1.0907 1.0778 -0.37
C 0.8022 -1.2303 1.5290 -0.57
C 2.0253 1.2604 1.1273 -0.66
C 2.1943 -1.0612 1.7407 -0.42
C 2.8281 0.1499 1.5461 0.65
O -1.2189 -0.3726 0.6583 -0.47
H -1.6063 0.5096 0.5642 0.21
H -0.0018 1.9194 0.8618 0.27
H 0.3513 -2.2134 1.5813 0.37
H 2.4318 2.2508 0.9130 0.34
H 2.7226 -1.9632 2.0147 0.36
H 4.5093 0.5000 2.8051 0.30
H 4.7786 1.1852 1.3789 0.35
H 4.9381 -0.5359 1.4774 0.33

=====

Entry 5:
25
Properties=species:S:1:pos:R:3:mulliken_charge:R:1 method="wB97M-V/def2-TZVPD" relative_energy_kcal_mol=87.90 orbital_gap_ev=9.7499 e_lumo_ev=0.7 smiles="C[C@@]1(O)C=C[C@@H]2CC[C@H]1[C@@H]2O"
C 2.2067 1.1077 -0.1327 -1.54
C 1.2812 -0.1173 0.1703 1.26
C 0.6742 -0.0953 1.5764 -0.69
C -0.5932 0.3452 1.7580 -0.94
C -1.6037 0.2644 0.5041 -0.07
C -1.7798 -1.2936 -0.0825 -0.99
C -0.4996 -1.5188 -0.7651 -0.68
C 0.2633 -0.0355 -0.9204 -0.09
C -0.9852 0.8690 -0.6939 -0.62
H 2.4315 1.1112 -1.2680 0.32
H 1.8156 2.1447 -0.0345 0.23
H 3.0616 0.9645 0.5105 0.44
H 1.6962 -1.8116 -0.4143 0.51
H 1.4112 -0.4813 2.3167 0.34
H -1.0740 0.5627 2.6466 0.57
H -2.4980 0.8865 0.7694 0.53
H -1.9514 -2.0189 0.8569 0.35
H -2.7383 -1.5136 -0.6475 0.26
H -0.4462 -2.1206 -1.8215 0.22
H 0.0317 -2.1521 0.0290 0.38
H 0.7555 0.0507 -1.9409 0.66
H -1.7862 0.8543 -1.4588 0.35
H -1.3187 2.8340 -0.4021 0.36
O 2.2102 -1.0723 -0.0774 -0.63
O -0.5646 2.2359 -0.4784 -0.51

=====

Entry 6:
15
Properties=species:S:1:pos:R:3:mulliken_charge:R:1 method="wB97M-V/def2-TZVPD" total_charge=+1 relative_energy_kcal_mol=146.44 orbital_gap_ev=10.5207 e_lumo_ev=-4.4 smiles="C[N@@H+]1CN2CC2=N1"
C 0.7691 0.3798 1.1332 0.48
C 1.0025 1.7970 1.2300 -0.19
C -0.4921 0.6318 -0.6559 -0.57
C -0.1347 -1.8374 -0.7989 -0.77
N -0.1002 -0.6559 1.3198 -0.69
N 0.7398 1.1035 -0.0333 -0.16
N -0.7246 -0.7487 0.0006 0.27
H 0.2136 2.4283 1.8071 0.25
H 1.9700 2.1838 1.2388 0.27
H -1.2991 1.3592 -0.5414 0.34
H -0.3861 0.4482 -1.8150 0.35
H 0.6729 -1.2180 -1.3866 0.32
H 0.1957 -2.6320 -0.1778 0.34
H -0.7216 -2.3049 -1.4932 0.39
H -1.7052 -0.9347 0.1725 0.39

=====

Entry 7:
77
Properties=species:S:1:pos:R:3:mulliken_charge:R:1 method="wB97M-V/def2-TZVPD" total_charge=-1 relative_energy_kcal_mol=0.00 orbital_gap_ev=7.0832 e_lumo_ev=2.1
Y 1.6090 0.3013 -1.6292 0.81
O -0.5115 -1.1557 -4.4820 -0.46
C -0.6536 0.0423 -3.9760 0.49
O 0.2699 0.7744 -3.6560 -0.65
C -2.1085 0.4544 -3.7953 -0.65
O -2.5061 0.3486 -2.4484 -0.22
C -2.6333 -0.9745 -1.9584 -0.71
C -1.3380 -1.6610 -1.4827 0.37
O -1.4669 -2.8172 -1.0878 -0.78
O -0.2750 -0.9700 -1.5495 0.47
H 0.4545 -1.4670 -4.3331 0.16
H -2.7469 -0.1608 -4.4391 0.38
H -2.2024 1.5058 -4.0649 0.32
H -3.1003 -1.6260 -2.7059 0.36
H -3.3047 -0.9173 -1.0994 0.23
N 0.9520 -3.9970 -2.4617 -0.49
C 1.8213 -2.9675 -2.2579 0.37
S 2.2517 -1.9283 -3.5859 -0.48
N 2.3004 -2.8608 -1.0401 -0.94
N 2.9277 -1.6733 -0.8349 1.00
C 3.6503 -1.5502 0.2133 0.34
C 3.8419 -2.6395 1.2050 -0.40
C 3.1322 -2.5734 2.4004 0.14
C 3.2855 -3.5781 3.3462 -0.81
C 4.1449 -4.6412 3.1059 -0.33
C 4.8466 -4.7082 1.9093 -0.69
C 4.6921 -3.7109 0.9579 0.03
C 4.2188 -0.2123 0.4733 -0.04
C 5.2179 -0.0433 1.4267 -0.95
C 5.7391 1.2207 1.6385 -0.47
C 5.2486 2.2791 0.8955 -1.01
C 4.2498 2.0259 -0.0326 -0.14
N 3.7417 0.8164 -0.2455 0.53
H 0.4627 -3.9486 -3.3396 0.31
H 0.3460 -4.1580 -1.6648 0.30
H 2.4406 -1.7524 2.5670 0.40
H 2.7223 -3.5320 4.2700 0.43
H 4.2608 -5.4233 3.8466 0.37
H 5.5071 -5.5436 1.7117 0.39
H 5.2183 -3.7653 0.0129 0.45
H 5.5682 -0.8977 1.9882 0.45
H 6.5170 1.3738 2.3764 0.42
H 5.6178 3.2868 1.0263 0.38
H 3.8255 2.8243 -0.6276 0.46
C -4.0496 0.3537 3.6678 -1.92
C -4.3753 0.9343 2.3011 0.61
C -5.2931 2.1421 2.4259 -1.03
C -5.7092 2.6285 1.0489 -1.12
C -4.4988 2.8618 0.1854 0.93
C -4.5585 3.7199 -0.8895 -0.77
C -3.4349 3.9329 -1.6800 0.19
F -3.5546 4.7759 -2.7317 -0.39
C -2.2444 3.3219 -1.4261 -0.89
C -2.1617 2.4490 -0.3359 0.99
C -0.8923 1.7452 -0.1103 1.62
O 0.0456 1.9241 -0.9054 -1.30
C -0.8504 0.9089 1.0444 -0.30
C -1.9768 0.7457 1.7877 -0.41
N -3.1690 1.3301 1.5459 0.39
C -3.2801 2.2116 0.4697 -1.40
C 0.3876 0.1679 1.5089 0.11
O 0.3983 -0.2602 2.6669 -0.85
O 1.3163 0.0513 0.6552 0.07
H -4.9859 0.2034 4.2057 0.46
H -3.4261 1.0386 4.2450 0.36
H -3.5468 -0.6096 3.6120 0.51
H -4.8955 0.1705 1.7097 0.15
H -4.7646 2.9327 2.9674 0.33
H -6.1659 1.8614 3.0171 0.38
H -6.2930 3.5478 1.1171 0.44
H -6.3555 1.8774 0.5830 0.34
H -5.4789 4.2390 -1.1276 0.48
H -1.3675 3.4669 -2.0436 0.76
H -1.8990 0.0947 2.6447 0.63
O 2.2895 2.5498 -2.3207 -0.33
N 3.1830 2.2548 -3.1602 0.18
O 3.3727 1.0286 -3.2514 -0.36

=====

Entry 8:
13
Properties=species:S:1:pos:R:3:mulliken_charge:R:1 method="wB97M-V/def2-TZVPD" relative_energy_kcal_mol=46.83 orbital_gap_ev=7.9538 e_lumo_ev=0.5
C -1.0610 0.7559 1.7520 0.12
C -1.2471 0.3487 -1.1354 -0.58
C -0.1110 1.1259 0.8189 -0.32
N -1.8282 0.4489 2.5594 -0.44
N 1.5485 -1.3728 -0.2829 -0.65
N -0.2441 0.8862 -0.4886 -0.01
H -1.1913 0.2271 -2.1973 0.27
H -2.1173 0.0309 -0.5927 0.29
H 0.7603 -1.9928 -0.4278 0.22
H 0.7994 1.5832 1.1640 0.36
H 1.7995 -1.4338 0.6967 0.22
H 2.3260 -1.7445 -0.8191 0.22
H 0.5663 1.1371 -1.0471 0.29

=====

Entry 9:
64
Properties=species:S:1:pos:R:3:mulliken_charge:R:1 method="wB97M-V/def2-TZVPD" orbital_gap_ev=8.2993 e_lumo_ev=-1.2 smiles="CC[C@H](Br)C1=CC(=O)C=C(CCCOC)C1=O.CC(C)=O.CC(C)=O.CC(C)=O"
C -0.0445 3.9400 0.9125 -1.35
C 0.7260 2.8749 0.1128 -0.43
C 0.1023 2.3395 -1.1852 -0.38
Br -0.9467 3.7036 -2.1345 -0.12
C -0.7613 1.1086 -1.0996 0.29
C -0.6185 0.1182 -1.9896 -0.28
C -1.4825 -1.0779 -1.9468 -0.47
O -1.1901 -2.0992 -2.5381 -0.59
C -2.7324 -0.9743 -1.1676 -0.66
C -2.9272 0.0041 -0.2777 0.59
C -4.1938 0.1264 0.5335 -1.16
C -4.6501 1.5580 0.8492 -0.76
C -4.6516 2.4805 -0.3698 -0.18
O -5.9615 2.9848 -0.5646 -0.42
C -6.0105 3.9235 -1.6130 -0.72
C -1.7960 0.9539 -0.0297 1.09
O -1.7100 1.5365 1.0326 -0.59
H 0.0592 3.7407 1.9810 0.32
H 0.3666 4.9330 0.7277 0.38
H -1.1082 3.9409 0.6933 0.23
H 0.8989 2.0123 0.7577 0.18
H 1.7013 3.2845 -0.1583 0.59
H 0.9065 2.0937 -1.8758 0.52
H 0.1492 0.1706 -2.7541 0.57
H -3.4692 -1.7508 -1.3472 0.49
H -4.0979 -0.4509 1.4574 0.36
H -4.9769 -0.3652 -0.0539 0.38
H -5.6727 1.5161 1.2270 0.47
H -4.0110 1.9782 1.6236 0.26
H -3.9538 3.3175 -0.2297 0.23
H -4.3380 1.9560 -1.2857 0.31
H -7.0343 4.2890 -1.6893 0.27
H -5.3443 4.7726 -1.4192 0.30
H -5.7259 3.4711 -2.5712 0.29
C 4.0997 -1.5200 -1.9203 -1.07
C 3.2653 -0.3711 -1.4194 0.81
O 2.6064 0.3108 -2.1769 -0.56
C 3.2685 -0.1227 0.0648 -0.57
H 4.0096 -1.5962 -3.0017 0.31
H 5.1464 -1.3712 -1.6513 0.40
H 3.7662 -2.4539 -1.4644 0.09
H 4.2779 0.0746 0.4245 0.44
H 2.8989 -1.0032 0.5918 0.25
H 2.6353 0.7289 0.2939 -0.10
C 3.7955 0.5358 5.5330 -1.13
C 3.1960 -0.0026 4.2571 0.82
O 3.6786 0.2403 3.1760 -0.50
C 1.9591 -0.8571 4.3971 -1.05
H 4.6741 1.1329 5.3024 0.30
H 3.0636 1.1516 6.0583 0.33
H 4.0768 -0.2884 6.1905 0.33
H 1.1652 -0.2882 4.8837 0.33
H 2.1760 -1.7305 5.0142 0.36
H 1.6221 -1.1811 3.4153 0.20
C 1.3235 -4.2998 -1.7607 -0.78
C 2.4899 -5.2409 -1.9360 0.80
O 3.5932 -4.9778 -1.5146 -0.56
C 2.2120 -6.5314 -2.6673 -1.19
H 1.6413 -3.4139 -1.2164 0.03
H 0.9232 -4.0005 -2.7304 0.31
H 0.5240 -4.7949 -1.2071 0.42
H 1.8435 -6.3180 -3.6719 0.32
H 1.4442 -7.1006 -2.1409 0.33
H 3.1230 -7.1212 -2.7311 0.32

=====

Entry 10:
42
Properties=species:S:1:pos:R:3:mulliken_charge:R:1 method="wB97M-V/def2-TZVPD" spin_multiplicity=5 s2=6.016 total_charge=-1 relative_energy_kcal_mol=30.90 orbital_gap_ev="7.0806 / 5.8345" e_lumo_ev="2.3 / 0.1"
Ir -0.1893 -0.0172 0.7453 1.00
O -2.5136 -1.6404 -3.1690 -0.56
C -1.4013 -2.2614 -2.5860 -1.06
C -0.0539 -1.7036 -3.0922 2.54
C 0.1009 -2.1014 -4.5835 -1.21
O 1.2801 -1.6343 -5.1887 -0.54
C -0.0100 -0.1734 -3.0064 -1.89
Se -0.9166 0.7648 -1.4520 -0.30
C 1.1110 -2.3455 -2.3441 -1.57
Se 1.3638 -1.9341 -0.4039 0.02
H -2.5305 -0.7162 -2.8764 0.37
H -1.4806 -3.3193 -2.8546 0.48
H -1.4183 -2.1724 -1.4867 0.34
H -0.7834 -1.7520 -5.1323 0.44
H 0.1591 -3.1889 -4.6643 0.42
H 1.3177 -0.6753 -5.0971 0.36
H -0.4820 0.2625 -3.8913 0.56
H 1.0269 0.1611 -2.9506 0.49
H 2.0445 -2.0604 -2.8363 0.50
H 1.0150 -3.4318 -2.4049 0.46
F 0.3533 4.9832 1.4783 -0.23
C -0.9602 4.9120 1.2603 0.60
F -1.1686 5.2815 -0.0086 -0.22
F -1.5531 5.8197 2.0366 -0.23
S -1.5794 3.1548 1.5909 0.97
O -0.6721 2.3711 0.7868 -0.51
O -2.9492 3.1710 1.2023 -0.67
N -1.3183 3.0321 3.1299 -0.60
S -0.6517 1.6797 3.5900 1.15
O -1.0739 0.5625 2.7883 -0.70
O -0.7269 1.5091 4.9987 -0.64
C 1.1788 2.0650 3.2963 0.75
F 1.6121 1.9750 2.0429 -0.18
F 1.3205 3.3494 3.6621 -0.26
F 1.9779 1.3580 4.0837 -0.22
F 2.4054 -3.3268 3.2531 -0.28
C 1.4505 -2.5321 3.7755 0.52
F 0.5524 -3.3456 4.3455 -0.27
F 2.0381 -1.8440 4.7611 -0.23
C 0.8369 -1.6212 2.6779 0.85
O -0.2177 -1.9896 2.1510 -0.69
O 1.5054 -0.6258 2.3724 -0.75

=====

Entry 11:
59
Properties=species:S:1:pos:R:3:mulliken_charge:R:1 method="wB97M-V/def2-TZVPD" total_charge=-1 orbital_gap_ev=2.3043 e_lumo_ev=1.9
Ag 0.1742 -0.7778 -0.2048 0.99
O -1.3278 -2.5950 0.3571 -0.70
C -2.5889 -2.5205 -0.2196 0.27
C -3.8720 -2.7759 0.6587 -0.82
O -4.1962 -1.9997 1.7907 -0.96
H -2.5536 -3.3935 -0.8712 0.28
H -2.7286 -1.6496 -0.8600 -0.42
H -3.8385 -3.8224 0.9617 0.27
H -4.7465 -2.7181 0.0106 0.24
C -1.2265 3.7491 3.1794 -1.59
C -1.7310 2.5089 2.4328 0.54
C -0.9155 2.2635 1.1280 -0.91
O -1.5047 1.1739 0.3669 0.24
C -2.5137 1.5562 -0.5343 -1.08
N -1.7392 1.3379 3.4130 -0.51
H -1.9421 3.9751 3.9699 0.47
H -1.2835 4.6017 2.5027 0.38
H -0.1941 3.6859 3.5232 0.30
H -2.7505 2.7282 2.1155 0.23
H 0.0680 2.0084 1.5227 0.11
H -0.8398 3.1272 0.4675 0.55
H -2.0937 2.1651 -1.3349 0.34
H -3.3312 2.1000 -0.0609 0.22
H -3.0408 0.6949 -0.9448 0.14
H -2.1519 1.8482 4.1807 0.33
H -0.8191 1.1655 3.7920 0.13
C 3.2369 -2.7781 -2.8191 -1.74
C 2.2253 -1.8053 -2.2034 0.95
C 0.9540 -1.7789 -3.0936 -1.09
O 0.0136 -0.8271 -2.6532 0.05
C -1.2277 -0.9073 -3.2532 -0.98
N 1.8809 -2.2311 -0.8318 -0.46
H 4.1596 -2.9284 -2.2586 0.44
H 3.6348 -2.3437 -3.7362 0.42
H 2.8504 -3.7688 -3.0583 0.38
H 2.6733 -0.8122 -2.1713 -0.18
H 0.4901 -2.7649 -3.0684 0.47
H 1.2831 -1.6386 -4.1232 0.40
H -1.0840 -0.8015 -4.3285 0.30
H -1.8714 -0.1280 -2.8454 0.23
H -1.7278 -1.8660 -3.1156 0.29
H 1.6490 -3.2078 -0.9435 0.20
H 2.6703 -2.3171 -0.2077 0.29
C 2.2193 1.8377 -1.0757 0.53
O 2.4434 0.9145 -0.3854 -0.70
N 2.6795 3.0332 -0.9054 -0.50
N 1.1871 1.8262 -1.8991 -0.06
H 3.1333 3.1403 -0.0094 0.25
H 2.4673 3.6690 -1.6609 0.16
H 0.6521 0.9892 -2.0814 -0.13
H 0.8588 2.6786 -2.3302 0.24
C 1.4720 -0.4367 2.7677 0.70
O 0.3795 -0.3978 2.3237 -0.46
N 2.4877 -0.0291 2.1002 -0.23
N 1.8664 -0.8020 3.9956 -0.45
H 2.3819 0.1076 1.1052 0.08
H 3.4299 -0.1765 2.4328 0.22
H 2.8593 -0.7750 4.1785 0.07
H 1.3592 -1.1118 4.8122 0.24